(1)
The following is a quantum chemistry calculation of C20H19IrN5O2 as an isolated structure at a distorted geometry, from the OMol25 dataset.

Each line ends with the Löwdin spin population.
Cartesian coordinates (Å):
N 0.069671 1.753112 -0.261781  0.1117
C 0.082002 2.921649 -0.263351  0.0476
C 0.095490 4.354244 -0.312476  0.0066
H -0.940410 4.725312 -0.359671  0.0011
H 0.641651 4.685543 -1.211050  0.0012
H 0.587879 4.765461 0.585490  0.0016
N 1.659815 -1.081718 -1.176436  0.1278
C 2.601625 -1.693748 -1.494534  0.1315
C 3.814180 -2.481088 -1.496430  0.0211
H 4.549482 -2.075548 -2.207801  0.0035
H 3.593895 -3.527206 -1.759276  0.0002
H 4.238747 -2.458635 -0.480451  0.0101
N -1.585589 -0.770940 -0.260494  0.1150
C -2.637723 -1.251700 -0.257728  0.0471
C -3.949428 -1.845689 -0.311827  0.0062
H -4.012338 -2.698350 0.385662  0.0017
H -4.147515 -2.196322 -1.337403  0.0011
H -4.703540 -1.092535 -0.034047  0.0010
Ir 0.467065 -0.306410 0.212721  1.8281
C 0.495621 -2.011774 1.060276  0.1248
O 0.578682 -2.974182 1.711651  0.0587
C 2.041180 0.352065 1.063213  0.1243
O 2.958589 0.658440 1.703226  0.0578
C 0.490771 1.351809 -3.004607  0.3078
C -0.874601 1.395593 -2.698486  0.0721
C -1.629957 0.227228 -2.699803  0.0850
C -1.028662 -0.999595 -3.004448  0.3065
C 0.319464 -1.043398 -3.320636  0.0823
C 1.084298 0.141398 -3.322016  0.0980
H 1.082748 2.276736 -3.041816  0.0087
H -1.376071 2.348237 -2.504919  -0.0003
H -2.704803 0.293428 -2.506358  0.0001
H -1.628655 -1.919139 -3.043985  0.0087
H 0.787404 -2.000779 -3.563708  0.0008
H 2.148157 0.109147 -3.571118  0.0012
N -0.464189 0.303973 7.602771  -0.0346
C -0.643430 0.420559 6.449337  0.0009
C -0.787764 0.514220 5.013234  0.0012
C -1.489116 -0.466136 4.302646  0.2350
C -1.375277 -0.484487 2.907355  0.2855
N -0.530212 0.344659 2.275500  0.1656
C -0.114788 1.454233 2.905901  0.2855
C -0.177140 1.552622 4.301023  0.2263
H -2.118777 -1.202503 4.806954  0.0071
H -1.942430 -1.195096 2.303150  0.0099
H 0.304661 2.260283 2.300741  0.0100
H 0.240438 2.427623 4.804406  0.0069

Cartesian forces (eV/Å) of the 6 atoms listed first:
N -0.6 3.6 -0.1
C 0.1 -2.2 0.0
C 0.0 0.7 0.0
H 0.3 0.0 0.0
H -0.1 0.0 0.3
H -0.1 -0.1 -0.4

Calculated values
Multiplicity: 6
HOMO (spin up / spin down), eV: -19.33 / -21.85
Charge: +4
DFT total energy, Ha: -1300.152289

---

(2)
The following is a quantum chemistry calculation of a 14-piece molecular cluster, C42H112O14 overall at a distorted geometry, from the OMol25 dataset.

Each line ends with the Löwdin charge.
Cartesian coordinates (Å):
C -2.747608 3.195843 -3.199544  -0.0466
C -3.333502 3.967326 -2.029155  -0.4948
C -4.831745 4.208006 -2.144945  -0.0568
O -3.102370 3.210180 -0.844212  -0.0626
H -3.197311 2.205545 -3.297030  0.0669
H -1.662230 3.286096 -3.229151  0.0721
H -3.000916 3.601728 -4.189708  0.0818
H -2.868280 4.958533 -1.988161  0.1108
H -5.315477 3.225278 -2.185634  0.0765
H -5.082457 4.792129 -3.034427  0.0795
H -5.343158 4.693085 -1.310674  0.0761
H -3.315676 3.794433 -0.100933  0.0501
C -1.756082 -4.947437 -1.651121  -0.0292
C -1.736386 -4.059185 -0.395293  -0.4575
C -1.934647 -4.852987 0.882704  -0.0323
O -0.512413 -3.321425 -0.342191  -0.0798
H -2.779238 -5.180830 -1.942547  0.0747
H -1.167558 -5.862738 -1.616112  0.0857
H -1.316277 -4.318472 -2.431610  0.0722
H -2.540403 -3.324005 -0.511941  0.1130
H -2.043759 -4.172878 1.727613  0.0534
H -1.068133 -5.487940 1.063535  0.0792
H -2.816896 -5.486439 0.776501  0.0892
H -0.544760 -2.757357 0.449546  0.0795
C 4.025447 -3.947363 -2.237567  -0.0277
C 2.993223 -3.355727 -1.289110  -0.4529
C 2.414647 -2.046399 -1.852611  -0.0590
O 1.904213 -4.276337 -1.187568  -0.0708
H 4.941240 -3.352262 -2.215259  0.0419
H 3.580746 -3.921234 -3.235135  0.0919
H 4.230458 -4.985837 -1.974006  0.0827
H 3.492769 -3.300424 -0.277890  0.0605
H 1.453080 -2.220321 -2.325572  0.0752
H 3.077283 -1.609180 -2.607003  0.0927
H 2.362059 -1.240688 -1.108137  -0.0093
H 1.150709 -3.722507 -0.921441  0.0419
C 7.761441 -0.889774 -0.847021  -0.0631
C 6.418048 -1.567640 -0.942282  -0.4430
C 5.279771 -0.662690 -0.504694  -0.0367
O 6.131986 -1.791700 -2.373025  -0.1134
H 8.485092 -1.438133 -1.455133  0.0797
H 8.219820 -0.874724 0.146376  0.0819
H 7.708231 0.148797 -1.173452  0.0830
H 6.439691 -2.599898 -0.583145  0.1384
H 5.331202 0.309183 -0.996487  0.0847
H 5.495457 -0.443032 0.548311  0.0920
H 4.292044 -1.093559 -0.620034  0.0406
H 6.688259 -2.536938 -2.626491  0.0810
C 1.550774 -0.525369 0.301005  -0.0634
C 0.411781 0.166429 1.043183  -0.4338
C -0.497682 0.955307 0.117537  -0.0305
O -0.419527 -0.900061 1.541348  -0.0848
H 1.155197 -1.280415 -0.362679  0.0505
H 2.245854 -0.928806 1.039557  0.0975
H 2.109513 0.229812 -0.260237  0.0843
H 0.817696 0.822341 1.821159  0.1109
H 0.083784 1.778774 -0.323325  0.0763
H -1.277749 1.475389 0.672380  0.0585
H -0.856287 0.364155 -0.723806  0.0737
H -1.334349 -0.564731 1.575005  0.0444
C 1.391473 -1.830302 4.261941  -0.0491
C 0.120897 -2.075704 5.086700  -0.4707
C -0.867750 -2.889604 4.221112  -0.0511
O 0.486204 -2.737153 6.281420  -0.0399
H 1.862718 -2.761689 3.942402  0.0562
H 2.138828 -1.266136 4.825177  0.0823
H 1.244572 -1.273865 3.333554  0.0550
H -0.373105 -1.135903 5.336947  0.1141
H -1.324333 -2.324748 3.411146  0.0495
H -1.658674 -3.264721 4.876690  0.0819
H -0.319188 -3.735911 3.798011  0.0783
H 0.742680 -3.628265 6.009879  0.0931
C 3.279034 4.629794 -4.005878  -0.0523
C 3.408787 3.288416 -3.306019  -0.4820
C 2.164818 2.726699 -2.641458  -0.0424
O 3.827503 2.296555 -4.271270  -0.0663
H 3.174473 5.397424 -3.239904  0.0785
H 2.520761 4.645814 -4.792151  0.0804
H 4.193497 4.842241 -4.564511  0.0792
H 4.249320 3.453065 -2.621228  0.1195
H 2.225712 1.663915 -2.409185  0.0649
H 1.328325 2.815742 -3.342509  0.0777
H 1.872322 3.285972 -1.748123  0.0567
H 4.327447 1.630511 -3.790589  0.0769
C -5.326470 0.209123 2.356620  -0.0441
C -4.177655 -0.805397 2.476391  -0.4214
C -4.638991 -2.200766 2.047233  -0.0332
O -3.229324 -0.354190 1.504393  -0.1110
H -6.111403 0.132903 3.110301  0.0815
H -5.835345 0.117362 1.386663  0.0703
H -4.974948 1.230370 2.179768  0.0750
H -3.690562 -0.823898 3.448021  0.1144
H -3.960640 -2.955383 2.443328  0.0626
H -4.635792 -2.247684 0.958609  0.0615
H -5.662971 -2.435668 2.347312  0.0832
H -3.532623 -0.215241 0.597223  0.0708
C -0.923388 -1.082087 -3.080669  -0.0584
C -1.037523 -1.566472 -4.511552  -0.4411
C -1.430986 -0.458270 -5.509158  -0.0520
O 0.297243 -1.932784 -4.986011  -0.0812
H -1.751899 -0.407847 -2.831562  0.0702
H -0.092944 -0.412547 -2.850759  0.0854
H -0.885821 -1.970894 -2.448971  0.0669
H -1.562987 -2.489907 -4.736276  0.1287
H -1.378599 -0.718299 -6.562901  0.0802
H -0.751891 0.366175 -5.277258  0.0808
H -2.454110 -0.090305 -5.364279  0.0694
H 0.863858 -1.154964 -5.012591  0.0782
C 2.336037 -6.100232 1.166349  -0.0521
C 3.441097 -5.242871 1.774951  -0.4599
C 3.285615 -3.725318 1.673105  -0.0337
O 3.687228 -5.640933 3.133131  -0.0582
H 1.947376 -5.798253 0.208520  0.0488
H 1.420537 -6.107979 1.771208  0.0726
H 2.695241 -7.131638 1.129478  0.0776
H 4.314589 -5.624542 1.222534  0.1308
H 2.372320 -3.435544 2.199081  0.0608
H 3.146654 -3.368154 0.601916  0.0160
H 4.109108 -3.173396 2.127128  0.0926
H 4.169866 -6.469130 3.085515  0.0790
C -4.339970 -2.180167 -3.224349  -0.0257
C -4.601847 -0.997463 -2.318968  -0.4514
C -6.009325 -1.039503 -1.710157  -0.0429
O -3.692827 -1.028535 -1.211846  -0.0885
H -5.199003 -2.340981 -3.877791  0.0885
H -4.183027 -3.092319 -2.648199  0.0852
H -3.486308 -1.969951 -3.864326  0.0518
H -4.475301 -0.033474 -2.820299  0.1268
H -6.779746 -1.178762 -2.470124  0.0796
H -6.243879 -0.147199 -1.131860  0.0709
H -6.100130 -1.899912 -1.042926  0.0798
H -2.850057 -1.412899 -1.478648  0.0466
C 3.002083 3.062969 1.441559  -0.0271
C 2.828535 4.371999 0.667727  -0.4619
C 2.936670 5.595656 1.584029  -0.0716
O 3.906320 4.528137 -0.260591  -0.0710
H 3.428037 3.167758 2.440970  0.0819
H 3.643727 2.393257 0.867730  0.0754
H 2.059268 2.531804 1.598652  0.0534
H 1.893094 4.452994 0.121982  0.1045
H 2.115347 5.643555 2.303180  0.0659
H 2.962110 6.522497 1.010926  0.0833
H 3.850395 5.581869 2.184394  0.0813
H 4.760272 4.548636 0.178353  0.0923
C -0.589888 5.123022 1.348349  -0.0583
C -1.772099 6.056419 1.171712  -0.4335
C -1.730942 6.859637 -0.110182  -0.0483
O -2.985097 5.252724 1.196944  -0.0789
H 0.289431 5.733335 1.123815  0.0592
H -0.559140 4.131236 0.898271  0.0788
H -0.393135 4.849813 2.392684  0.0772
H -1.868832 6.764962 1.998374  0.1414
H -0.964637 7.634589 -0.056493  0.0844
H -2.685799 7.373652 -0.226502  0.0866
H -1.527455 6.240224 -0.983223  0.0704
H -3.284976 5.252119 2.110887  0.0950
C -1.803702 2.372081 3.252938  -0.0416
C -2.549690 2.413166 4.592004  -0.4762
C -2.317570 1.111015 5.356857  -0.0504
O -2.073857 3.502650 5.361684  -0.0453
H -2.171550 1.514572 2.683143  0.0578
H -0.738023 2.257559 3.473649  0.0911
H -1.941156 3.252612 2.632169  0.0458
H -3.626366 2.464834 4.411975  0.1351
H -1.299485 1.112860 5.753295  0.0808
H -2.461288 0.215583 4.746547  0.0540
H -3.059438 0.961118 6.143564  0.0865
H -1.214540 3.261910 5.720951  0.0839

Cartesian forces (eV/Å) of the 6 atoms listed first:
C -0.5 0.6 -1.0
C -0.7 0.3 0.1
C -0.6 -0.5 -0.5
O 0.4 0.2 -0.1
H 0.6 -0.3 0.6
H 0.1 -0.8 0.5

Calculated values
HOMO, eV: -8.90
DFT total energy, Ha: -2720.589160

---

(3)
The following is a quantum chemistry calculation of an isolated ion of composition C2H3FO2P and charge -1 at a distorted geometry, from the OMol25 dataset.

Each line ends with the natural charge from an NBO analysis.
Cartesian coordinates (Å):
C 0.946702 -0.480713 -0.584201  0.0408
C -0.154678 -0.397033 0.437356  -1.0732
O -2.386812 1.123475 1.441794  -1.1042
O -1.175006 1.644446 -0.735419  -1.1450
F 2.209249 -0.880532 0.140404  -0.4410
P -1.390687 0.787702 0.417937  2.1834
H 1.038914 0.459871 -1.141012  0.1787
H 0.786786 -1.239858 -1.349984  0.1341
H 0.125535 -1.017360 1.373121  0.2264

Cartesian forces (eV/Å) of the 6 atoms listed first:
C -0.3 0.0 0.8
C 0.0 -0.7 2.3
O -0.5 -0.7 0.7
O -0.4 1.4 -2.2
F -1.5 0.8 -1.3
P 2.9 -1.2 0.6

Calculated values
HOMO, eV: -3.43
Charge: -1
DFT total energy, Ha: -669.779377

---

(4)
The following is a quantum chemistry calculation of one molecule with the formula C2H4N4, from the OMol25 dataset.

Each line ends with the natural charge from an NBO analysis.
Cartesian coordinates (Å):
N 0.364060 0.043355 0.004860  -0.3641
N 0.004192 1.405667 0.009767  -0.6122
C -0.667795 -0.968726 -0.015045  0.3496
N -1.860507 -0.736878 -0.028347  -0.7272
C 1.655570 -0.306815 0.018572  0.3940
N 2.775793 -0.601621 0.030528  -0.3564
H 0.360363 1.850094 0.848239  0.3621
H 0.381181 1.861578 -0.813297  0.3621
H -2.837034 -0.591926 -0.039559  0.4433
H -0.175822 -1.954729 -0.015718  0.1489

Cartesian forces (eV/Å) of the 6 atoms listed first:
N -0.4 0.2 0.0
N 0.1 -0.2 0.0
C 0.1 0.1 0.0
N 0.2 0.1 0.0
C 0.5 -0.2 0.0
N -0.5 0.1 0.0

Calculated values
SMILES string: [H]/N=C/N(N)C#N
HOMO, eV: -9.52
DFT total energy, Ha: -297.534491

---

> The highest DFT total energy belongs to which entry?

C2H4N4